A:
This record from the OMol25 dataset describes 2 unconnected molecules or ions with the total composition C7H16O. The level of theory is wB97M-V/def2-TZVPD.

The charge is 0. The LUMO energy is 0.030 hartree. Its SMILES is C=CCCCCC.O. The molar mass comes out at 116.20 g/mol.

Element x y z (Å)
C  -1.551  1.924  1.493
C  -0.826  0.580  1.302
C  -1.121  -0.001  -0.086
C  -0.616  0.851  -1.250
C  0.921  1.085  -1.194
C  1.721  -0.213  -1.178
C  1.463  -1.284  -1.908
H  -1.670  2.173  2.545
H  -0.952  2.750  1.111
H  -2.502  1.892  0.967
H  -1.297  -0.112  2.007
H  0.226  0.570  1.531
H  -2.206  -0.143  -0.190
H  -0.776  -1.040  -0.116
H  -0.819  0.385  -2.207
H  -1.139  1.803  -1.189
H  1.215  1.523  -2.151
H  1.125  1.685  -0.309
H  2.539  -0.231  -0.459
H  0.594  -1.406  -2.551
H  2.107  -2.155  -1.893
H  -0.140  -3.328  1.687
H  -0.048  -2.077  2.545
O  0.427  -2.576  1.876

B:
This record from the OMol25 dataset describes a single C7H16O molecule. The level of theory is wB97M-V/def2-TZVPD.

The charge is 0. The LUMO energy is 0.029 hartree. Its SMILES is CC(C)(C)C(C)(C)O. The molar mass comes out at 116.20 g/mol.

Element x y z (Å)
C  -0.027  0.786  0.457
C  0.237  -0.488  -0.331
C  -0.432  0.594  1.913
C  1.351  -1.322  0.584
C  -1.295  1.541  -0.335
C  0.908  -0.230  -1.683
C  -0.978  -1.388  -0.520
O  1.077  1.652  0.473
H  1.275  1.922  -0.430
H  -1.178  -0.186  2.025
H  0.441  0.346  2.509
H  -0.839  1.530  2.289
H  0.874  -1.768  1.452
H  1.760  -2.113  -0.040
H  2.161  -0.666  0.895
H  0.288  0.385  -2.333
H  -1.554  -1.497  0.394
H  -0.645  -2.380  -0.825
H  -1.632  -1.000  -1.297
H  -2.231  1.072  -0.047
H  -1.293  2.571  0.017
H  -1.214  1.564  -1.419
H  1.874  0.255  -1.559
H  1.071  -1.180  -2.188

Stability ranking, top entry: B; the second entry is 76.0 kJ/mol less favorable.

A:
This record from the OMol25 dataset describes a single C2H2Br2S2 molecule. The level of theory is wB97M-V/def2-TZVPD.

The charge is 0. The LUMO energy (spin up / spin down) is -0.064 / -0.064 hartree. The molar mass comes out at 249.98 g/mol.

Element x y z (Å)
C  -0.348  0.825  -0.068
C  -1.182  -0.154  -0.003
S  1.143  1.375  -0.102
S  -0.917  -1.920  -0.049
Br  3.250  -0.178  -0.021
Br  -3.037  0.271  0.127
H  1.030  1.545  1.145
H  0.061  -1.765  -1.030

B:
This record from the OMol25 dataset describes a single C2H2Br2S2 molecule. The level of theory is wB97M-V/def2-TZVPD.

The charge is 0. The LUMO energy is -0.005 hartree. Its SMILES is Br[C@H]1SS[C@@H]1Br. The molar mass comes out at 249.98 g/mol.

Element x y z (Å)
C  -0.601  0.158  0.454
C  0.592  0.087  -0.461
S  -1.007  -1.812  0.306
S  0.993  -1.699  -0.307
Br  -2.014  1.325  -0.080
Br  2.031  1.292  0.089
H  -0.353  0.328  1.498
H  0.360  0.320  -1.500

Stability ranking, top entry: B; the second entry is 241.3 kJ/mol less favorable.